{"formula": "C68H183N7O40", "method": "ωB97M-V/def2-TZVPD", "relative_energy_kj_mol": 0.00, "e_lumo_ha": 0.011, "homo_ev": -8.40, "elements": ["C", "C", "O", "O", "H", "H", "H", "H", "H", "H", "C", "C", "O", "O", "H", "H", "H", "H", "H", "H", "C", "C", "O", "O", "H", "H", "H", "H", "H", "H", "C", "C", "O", "O", "H", "H", "H", "H", "H", "H", "C", "C", "O", "O", "H", "H", "H", "H", "H", "H", "C", "C", "O", "O", "H", "H", "H", "H", "H", "H", "C", "C", "O", "O", "H", "H", "H", "H", "H", "H", "C", "C", "O", "O", "H", "H", "H", "H", "H", "H", "C", "C", "O", "O", "H", "H", "H", "H", "H", "H", "C", "C", "O", "O", "H", "H", "H", "H", "H", "H", "C", "C", "O", "O", "H", "H", "H", "H", "H", "H", "C", "C", "O", "O", "H", "H", "H", "H", "H", "H", "C", "C", "O", "O", "H", "H", "H", "H", "H", "H", "C", "O", "C", "C", "N", "C", "C", "O", "C", "H", "H", "H", "H", "H", "H", "H", "H", "H", "H", "H", "H", "H", "H", "H", "C", "O", "C", "C", "N", "C", "C", "O", "C", "H", "H", "H", "H", "H", "H", "H", "H", "H", "H", "H", "H", "H", "H", "H", "C", "O", "C", "C", "N", "C", "C", "O", "C", "H", "H", "H", "H", "H", "H", "H", "H", "H", "H", "H", "H", "H", "H", "H", "C", "O", "C", "C", "N", "C", "C", "O", "C", "H", "H", "H", "H", "H", "H", "H", "H", "H", "H", "H", "H", "H", "H", "H", "C", "O", "C", "C", "N", "C", "C", "O", "C", "H", "H", "H", "H", "H", "H", "H", "H", "H", "H", "H", "H", "H", "H", "H", "C", "O", "C", "C", "N", "C", "C", "O", "C", "H", "H", "H", "H", "H", "H", "H", "H", "H", "H", "H", "H", "H", "H", "H", "C", "O", "C", "C", "N", "C", "C", "O", "C", "H", "H", "H", "H", "H", "H", "H", "H", "H", "H", "H", "H", "H", "H", "H"], "xyz": [[1.3323, 4.4801, 8.2396], [0.2925, 5.3862, 8.7499], [-0.8716, 5.1411, 7.9447], [1.8285, 4.9431, 6.9929], [0.9460, 3.4713, 8.1973], [2.2125, 4.4298, 8.8921], [0.6391, 6.4043, 8.6936], [0.1763, 5.1621, 9.8130], [-1.5344, 5.7888, 8.1316], [2.4529, 4.2927, 6.6052], [2.8123, -3.2514, -0.0699], [3.0960, -2.4490, -1.3497], [3.8467, -3.3017, -2.1865], [4.0113, -3.4464, 0.6528], [2.3859, -4.2647, -0.1555], [2.1257, -2.6635, 0.5458], [3.5187, -1.4658, -1.1154], [2.2032, -2.2546, -1.9452], [3.2696, -3.5227, -2.9424], [4.5504, -4.0972, 0.1680], [-2.3811, 2.3347, -7.3110], [-3.3570, 1.8584, -6.2645], [-2.8181, 0.9477, -5.3338], [-1.6562, 1.3081, -8.0564], [-1.6020, 2.9365, -6.8290], [-2.9231, 2.9814, -8.0379], [-4.2181, 1.3897, -6.7526], [-3.6783, 2.7586, -5.7793], [-2.7009, 0.0259, -5.7128], [-2.3640, 0.8987, -8.6111], [-8.3460, -2.3297, 3.0446], [-8.6123, -2.1986, 4.5450], [-8.1851, -0.8822, 4.9256], [-7.0063, -2.2008, 2.6956], [-8.9869, -1.6329, 2.5136], [-8.7404, -3.3332, 2.7797], [-8.0528, -2.9620, 5.1036], [-9.7008, -2.2710, 4.7587], [-8.1688, -0.8107, 5.8871], [-6.7540, -1.2852, 2.8560], [-4.2790, -3.6881, -1.9771], [-5.3242, -4.6704, -2.5261], [-6.5689, -3.9955, -2.5981], [-4.1526, -2.5343, -2.8079], [-3.3030, -4.2189, -1.7769], [-4.7084, -3.3002, -1.0120], [-5.5675, -5.3568, -1.7304], [-5.0652, -5.1462, -3.4565], [-6.4026, -3.2383, -3.1812], [-4.0569, -1.7491, -2.3013], [-7.4846, -4.5644, 0.8731], [-6.1098, -4.9410, 1.4575], [-6.2179, -5.7480, 2.6334], [-7.7896, -5.2874, -0.3062], [-7.5167, -3.4625, 0.6646], [-8.2254, -4.7829, 1.6537], [-5.7682, -3.9188, 1.7077], [-5.5124, -5.4238, 0.7196], [-5.3109, -5.9706, 2.9305], [-7.7173, -4.7425, -1.0726], [0.4598, 3.2202, 4.5223], [-0.5339, 2.3125, 5.1418], [-0.7707, 2.6070, 6.4623], [0.1858, 4.6169, 4.6812], [0.4995, 2.9926, 3.4290], [1.4637, 3.0087, 4.8895], [-0.2807, 1.2546, 5.1219], [-1.4875, 2.4353, 4.5375], [-0.8243, 3.5654, 6.6189], [0.6295, 5.0647, 5.4322], [0.1462, -1.7055, -9.1028], [-0.3586, -0.9905, -10.3346], [-1.7292, -0.7226, -10.2053], [-0.2513, -1.1912, -7.8113], [1.2428, -1.7172, -9.0456], [-0.1525, -2.7707, -9.0303], [-0.0508, -1.6589, -11.1556], [0.2024, -0.0627, -10.3380], [-2.2503, -1.5384, -10.0631], [-0.2675, -0.2530, -7.8164], [4.4903, 4.6288, 4.4296], [3.5829, 5.8189, 4.1105], [2.5576, 5.4932, 3.1856], [3.8027, 3.6750, 5.2983], [5.3493, 4.9315, 5.0340], [4.7771, 4.0272, 3.5558], [4.1405, 6.6080, 3.5270], [3.2280, 6.1899, 5.0604], [1.6625, 5.3169, 3.5765], [3.9716, 2.8097, 4.9373], [7.6433, 1.4491, 0.0988], [7.0244, 1.9913, 1.4017], [5.6049, 1.7567, 1.5226], [9.1290, 1.4694, 0.1085], [7.2576, 1.9652, -0.7814], [7.4249, 0.3890, 0.0165], [7.1776, 3.0524, 1.5479], [7.4661, 1.4332, 2.2298], [5.1336, 2.1355, 0.7374], [9.3951, 2.3863, 0.1943], [-2.9867, -2.7978, -6.1221], [-1.8033, -3.6758, -5.6198], [-0.7620, -3.7787, -6.5908], [-2.5343, -1.5077, -6.5104], [-3.6381, -2.7789, -5.2349], [-3.5723, -3.1787, -6.9598], [-2.1547, -4.6644, -5.4278], [-1.4325, -3.2652, -4.6946], [-0.2962, -2.9329, -6.5758], [-1.8286, -1.6925, -7.1650], [4.6042, 4.3853, -0.9013], [5.1370, 4.8655, 0.4332], [5.2512, 6.2880, 0.3805], [4.6937, 2.9574, -0.9137], [5.2518, 4.7672, -1.7429], [3.6265, 4.8512, -1.0728], [6.1298, 4.4599, 0.5018], [4.6654, 4.6369, 1.3368], [4.3947, 6.6820, 0.1436], [4.0297, 2.5967, -1.5428], [-3.8287, 1.6497, -1.9220], [-2.5640, 2.4244, -2.0577], [-2.1839, 2.6764, -3.4165], [-3.9038, 0.5161, -2.6925], [-4.7769, 2.1913, -2.1627], [-3.8960, 1.3227, -0.8788], [-1.7306, 2.0302, -1.4799], [-2.8161, 3.4117, -1.6239], [-2.1523, 1.8534, -3.9286], [-3.7762, 0.7166, -3.6612], [-0.5448, 4.8362, 0.8717], [0.0673, 5.5836, -0.1291], [0.8890, 6.5896, 0.3345], [1.5907, 7.1488, -0.8555], [2.9357, 7.7048, -0.5273], [3.5197, 8.4113, -1.6594], [4.7322, 9.2427, -1.2145], [4.3091, 10.2882, -0.3778], [5.4137, 10.9524, 0.1232], [-1.2043, 5.4792, 1.5082], [0.1913, 4.3121, 1.5323], [-1.1150, 4.0693, 0.3830], [1.6413, 6.1613, 1.0183], [0.3224, 7.4168, 0.8543], [0.9445, 7.9103, -1.3540], [1.7264, 6.3899, -1.6591], [2.9055, 8.4212, 0.1930], [2.9292, 9.0943, -2.2476], [3.9649, 7.7474, -2.4140], [5.2955, 9.5943, -2.0707], [5.4018, 8.6526, -0.6046], [6.1593, 11.2874, -0.6511], [5.9416, 10.3387, 0.7937], [4.9669, 11.8113, 0.6657], [4.6390, -1.2477, 3.4170], [3.9708, -0.9175, 4.6266], [3.6066, 0.3996, 4.7104], [3.0298, 0.6479, 6.0608], [4.0841, 0.6124, 7.0797], [3.5197, 0.6330, 8.4215], [4.3543, -0.2413, 9.3385], [4.2406, -1.5435, 8.8587], [5.2394, -2.4550, 9.1130], [4.0775, -0.8361, 2.5395], [4.5840, -2.3360, 3.3289], [5.6541, -0.8853, 3.4081], [2.7854, 0.6642, 3.9901], [4.4631, 1.0180, 4.3634], [2.2579, -0.0914, 6.2620], [2.4844, 1.5780, 6.0419], [4.5173, -0.2937, 6.9237], [2.4673, 0.2763, 8.4519], [3.5443, 1.6200, 8.8495], [3.9999, -0.1666, 10.3625], [5.3963, 0.1466, 9.3635], [5.3505, -2.8073, 10.1575], [6.1918, -1.9866, 8.8199], [5.0616, -3.3058, 8.4541], [2.1969, 2.1269, 0.9105], [0.8568, 1.6808, 0.6793], [0.5509, 0.5746, 1.5069], [-0.6738, -0.0879, 0.9874], [-0.3291, -0.8067, -0.1991], [-1.3361, -1.6480, -0.7547], [-0.7919, -2.3919, -1.9785], [-0.0671, -1.5475, -2.8365], [-0.9191, -0.7225, -3.6577], [2.3163, 2.4189, 1.9880], [2.2731, 3.0687, 0.3517], [2.9951, 1.4512, 0.5969], [0.5025, 0.9759, 2.5094], [1.3466, -0.1729, 1.4829], [-1.5662, 0.5992, 0.8806], [-0.9800, -0.8188, 1.7421], [0.1338, -0.1835, -0.8115], [-2.2656, -1.1281, -1.0075], [-1.6453, -2.4077, -0.0855], [-1.6127, -2.8277, -2.5271], [-0.0481, -3.1418, -1.6379], [-1.4098, 0.0821, -3.0633], [-1.7231, -1.2933, -4.1294], [-0.3236, -0.3833, -4.4896], [-6.7379, -8.7825, 0.5961], [-5.3881, -8.5914, 1.0249], [-5.3543, -8.8224, 2.4075], [-3.9723, -8.6080, 2.9807], [-3.3974, -7.2488, 2.9517], [-2.8746, -6.7916, 1.6501], [-2.6594, -5.2832, 1.7095], [-1.8598, -4.8303, 0.6093], [-0.5050, -4.6510, 0.9755], [-6.7173, -8.7666, -0.4975], [-7.2630, -7.8810, 0.9559], [-7.1506, -9.7252, 0.9193], [-5.5860, -9.8513, 2.6594], [-6.1124, -8.2206, 2.9543], [-3.3043, -9.2534, 2.3871], [-3.9721, -8.9796, 4.0025], [-2.6805, -7.0659, 3.6260], [-3.5729, -6.9987, 0.8498], [-1.9380, -7.3115, 1.3602], [-2.2108, -4.9224, 2.6168], [-3.6754, -4.7917, 1.6444], [-0.0334, -5.6176, 1.2132], [-0.3748, -3.8963, 1.7688], [-0.0566, -4.2692, 0.0519], [-1.3156, -6.2926, -2.9980], [-0.2853, -5.5871, -3.6441], [0.9773, -6.2380, -3.4930], [1.9662, -5.6046, -4.4520], [2.0980, -4.1793, -4.2954], [2.8823, -3.4816, -5.3502], [2.8685, -1.9915, -5.0761], [3.5240, -1.2755, -6.0940], [4.9226, -1.2096, -5.9401], [-2.2665, -5.9027, -3.4266], [-1.2401, -6.0435, -1.9473], [-1.2712, -7.3849, -3.1571], [0.9379, -7.2608, -3.7263], [1.3063, -6.1802, -2.4500], [1.6758, -5.9380, -5.4467], [2.9259, -6.0889, -4.2182], [1.3245, -3.5912, -4.0289], [2.4115, -3.6289, -6.3134], [3.9106, -3.9690, -5.5078], [3.3650, -1.8488, -4.1005], [1.8451, -1.6328, -5.0117], [5.2337, -0.7537, -4.9834], [5.2771, -0.6371, -6.8259], [5.3267, -2.1985, -5.8658], [0.8230, -1.8983, 4.4017], [-0.4399, -2.2353, 3.7994], [-1.5823, -2.0678, 4.6103], [-2.9358, -2.0789, 3.7644], [-4.1187, -1.9160, 4.5112], [-4.4060, -0.5378, 4.9382], [-4.4177, 0.5856, 3.8924], [-5.3419, 0.2059, 2.8718], [-5.3464, 1.0842, 1.7964], [0.8438, -0.8177, 4.7097], [1.6218, -2.0361, 3.6674], [0.9720, -2.5411, 5.2527], [-1.4179, -1.0980, 5.2040], [-1.6101, -2.8506, 5.4055], [-2.9765, -3.0519, 3.3110], [-2.8112, -1.3709, 2.9618], [-4.8608, -2.1959, 3.8824], [-3.6885, -0.2531, 5.7151], [-5.3996, -0.5510, 5.4057], [-3.4777, 0.8012, 3.3716], [-4.8615, 1.4812, 4.3427], [-5.3590, 2.1617, 2.0937], [-6.1723, 0.8341, 1.1268], [-4.4097, 0.9950, 1.1639], [2.3768, 0.9130, -3.1517], [2.5276, 2.2572, -2.7039], [1.2523, 2.8368, -2.5929], [1.3161, 4.2108, -3.2168], [1.7357, 4.2274, -4.6064], [0.7376, 3.8373, -5.5511], [1.1512, 3.9479, -7.0027], [2.2225, 3.2089, -7.5124], [2.0248, 1.7851, -7.4929], [3.3794, 0.4812, -3.2371], [1.9078, 0.9793, -4.1268], [1.7676, 0.2319, -2.4741], [1.0358, 2.8345, -1.5620], [0.4923, 2.2043, -3.0767], [2.0137, 4.9199, -2.7118], [0.3220, 4.6384, -3.0664], [2.6241, 3.7959, -4.7519], [-0.1129, 4.5104, -5.4005], [0.3672, 2.8252, -5.3460], [1.3429, 4.9691, -7.2471], [0.2557, 3.5648, -7.4959], [1.0898, 1.6594, -8.0941], [1.8959, 1.2784, -6.5579], [2.8613, 1.3898, -7.9984]], "atomic_forces_ev_per_a": [[1.88, -0.50, -0.06], [-0.34, -0.19, 0.08], [0.78, -0.26, 0.33], [-0.13, -0.23, -0.78], [-0.30, -0.39, -0.32], [-0.31, 0.18, 0.48], [-0.03, 0.62, -0.29], [-0.56, -0.12, 0.02], [-0.61, 0.59, 0.15], [-0.16, 0.33, 0.17], [-0.16, 0.60, 0.29], [-1.33, -1.55, -0.21], [1.30, 0.33, -0.33], [0.77, -0.14, 0.27], [-0.34, 0.50, -0.92], [0.09, -0.02, 0.25], [0.58, -0.33, 0.03], [-0.66, 0.35, 0.62], [0.09, -0.48, 0.15], [-0.34, 0.51, 0.13], [1.09, 0.23, -0.74], [-0.04, -1.01, -1.16], [0.22, -0.80, 0.19], [-1.96, 0.29, 0.17], [-0.19, -0.12, -0.08], [0.27, -0.24, 0.48], [-0.12, 0.07, 0.00], [-0.32, 0.33, 0.71], [-0.11, 0.92, -0.10], [1.20, -0.01, 0.29], [-1.46, -1.04, 0.94], [-0.08, 0.64, -0.01], [0.16, -0.04, 0.14], [0.25, -0.09, -0.06], [-0.05, 0.43, -0.17], [0.58, 0.54, 0.00], [-0.13, 0.08, -0.15], [0.51, -0.33, -0.25], [-0.03, -0.07, -0.19], [0.32, 0.31, 0.09], [-0.11, 0.08, 1.22], [-0.20, 1.19, 1.44], [-0.17, 0.70, -1.09], [-0.02, -1.77, -1.40], [-0.76, 0.64, -0.23], [0.55, -0.75, -0.50], [0.71, -0.94, 0.05], [0.22, -0.26, -0.42], [-0.36, 0.01, 0.23], [0.13, 1.19, 0.72], [0.18, 0.10, -0.24], [-1.16, 1.64, 0.91], [0.25, 0.16, -0.28], [-0.41, -1.10, 0.93], [0.08, -0.95, 0.20], [0.01, -0.10, -0.36], [0.80, -0.63, 0.16], [0.52, -0.33, -0.75], [-0.39, -0.01, -0.17], [0.21, 0.82, -0.81], [1.71, 0.25, -1.01], [-2.15, 0.39, -0.96], [-0.09, 0.29, 1.69], [-0.50, 0.15, -0.49], [-0.10, 0.40, 0.61], [0.11, 0.05, 0.15], [0.41, -0.05, -0.42], [0.62, -0.27, 0.47], [-0.10, -0.19, -0.16], [0.00, -1.06, 0.10], [0.92, -1.23, 1.67], [0.62, -0.89, 1.50], [-0.94, -0.12, -0.48], [-0.09, -1.53, -0.68], [-0.02, 0.01, -0.65], [-0.10, 0.47, -0.39], [-0.38, 0.54, -0.24], [-0.37, 0.45, -0.62], [0.67, 0.48, -0.18], [-0.22, 1.76, -0.02], [-0.42, -0.77, 0.54], [0.73, -0.07, -1.42], [-1.15, -0.46, 0.15], [-0.38, 0.89, -0.12], [0.20, 0.34, -0.52], [0.19, 0.71, -0.07], [-0.02, -0.67, 1.13], [-0.35, 0.41, 0.23], [1.11, 0.11, 0.06], [0.05, -0.45, 0.07], [1.17, -0.05, 0.32], [-0.68, -0.77, -0.03], [0.10, 0.08, -0.80], [-1.74, 0.11, 0.19], [0.01, 0.07, 0.01], [-0.25, -0.04, -0.03], [0.53, 0.33, -0.06], [0.10, 0.21, 0.02], [0.66, -0.22, 0.50], [0.11, 0.22, -0.02], [0.25, -0.68, 1.06], [-0.56, 0.76, -1.54], [-0.09, 0.17, 0.25], [-0.12, -0.31, 0.16], [-0.09, 0.66, -0.34], [0.22, -0.63, 0.02], [-0.26, -0.78, 0.13], [0.20, 0.15, 0.35], [0.14, -0.04, -0.14], [0.06, 0.80, 0.16], [0.65, 0.05, -0.47], [1.17, 1.77, -1.78], [0.72, -0.12, 0.11], [-0.93, -0.01, -0.35], [-0.40, -0.07, 0.99], [-0.36, -0.71, 0.00], [0.69, 0.02, 0.16], [-1.54, -1.04, 1.04], [-0.38, -0.06, -0.05], [0.21, 0.26, 0.28], [-1.55, 0.29, 0.55], [-0.02, 1.75, -0.63], [-0.07, 0.25, 0.68], [0.52, -2.00, -1.92], [0.90, 0.58, 0.42], [-0.11, 0.10, -0.02], [0.13, -0.43, 0.05], [0.47, -0.24, -0.13], [-0.01, -0.01, 0.06], [-0.09, -0.13, 1.15], [0.01, 0.09, 1.32], [-0.64, -0.52, -0.70], [0.64, 0.54, 0.91], [0.70, 1.10, -1.47], [-0.68, 0.36, -0.72], [2.34, 0.11, -0.43], [-0.75, -0.90, 0.54], [-0.64, 0.00, -0.96], [-0.31, 2.18, -0.19], [0.37, -0.48, -0.34], [-0.31, 0.50, -0.37], [-0.44, -0.33, -0.18], [-0.18, 0.26, 0.14], [0.34, -0.81, -0.17], [0.37, -0.17, 0.34], [0.03, 0.30, 0.92], [-0.52, -0.20, 0.29], [-1.14, 0.25, 0.12], [-0.39, -0.48, 0.26], [0.03, 0.34, -0.40], [0.41, -0.71, -0.04], [-0.85, -0.09, 0.37], [0.85, -0.92, 1.15], [0.79, -0.25, -0.27], [-1.42, -0.33, -0.57], [0.39, -1.33, -0.14], [-0.88, 1.12, -1.45], [0.78, 0.37, 0.55], [-0.74, 0.03, -0.32], [0.09, -0.70, 0.30], [0.32, 0.63, 0.14], [-1.17, -0.09, -0.24], [1.41, -0.17, -0.04], [0.49, -0.13, 0.55], [0.31, 0.18, 0.00], [0.44, 0.18, -0.03], [0.38, -0.40, 0.00], [-0.19, 0.17, 0.68], [-0.14, -0.48, -0.05], [0.07, 0.68, 0.27], [0.11, 0.01, 0.27], [0.39, 0.07, -0.07], [-0.11, 0.71, -0.01], [-0.24, -0.03, 0.34], [-0.21, -0.44, -0.31], [-0.38, 0.25, -0.24], [0.17, -0.33, 0.11], [0.04, -0.05, 0.18], [-0.80, 1.45, 0.55], [1.09, -0.27, -0.41], [0.30, 0.64, -0.14], [-1.35, -0.43, 0.87], [0.16, -0.50, 0.89], [0.09, 0.29, -1.45], [0.58, 0.18, 0.89], [-0.23, 0.66, -1.19], [-0.19, -0.34, 0.80], [0.10, -0.44, -0.65], [0.22, -0.26, 0.03], [-0.30, -0.32, 0.03], [-0.44, -0.22, 0.71], [0.25, -0.04, -0.03], [0.78, -0.14, -0.06], [-0.01, -0.03, 0.07], [0.22, 0.37, -1.22], [-0.20, 0.43, -0.25], [-0.17, -0.79, 1.13], [-0.28, -0.55, -0.09], [-0.56, 0.21, -0.27], [0.61, -0.36, -0.43], [-0.06, -0.22, 0.36], [0.36, 0.61, -0.04], [0.73, 1.59, -0.79], [-0.31, -0.68, 0.22], [0.09, 0.87, 1.07], [1.32, 0.19, -0.61], [-1.22, 0.51, -1.05], [0.42, -0.17, 0.48], [-1.09, 0.41, -1.11], [-0.64, -0.03, 0.56], [0.11, 0.08, -0.85], [-0.10, 0.03, 0.15], [-0.50, -0.67, -0.14], [-0.21, -0.29, 0.39], [-0.19, -0.61, -0.23], [0.34, 0.04, -0.44], [-0.03, -0.24, 0.19], [0.01, 0.09, 0.12], [0.11, -0.41, 0.58], [-0.33, -0.15, 0.01], [-0.12, 0.18, 0.20], [0.32, -0.17, 0.74], [1.19, -0.36, -0.03], [0.00, 0.28, 0.22], [-0.05, -0.35, -0.05], [0.30, -0.07, 0.36], [-0.59, 0.48, -0.38], [0.74, -0.70, -0.61], [-0.06, 2.09, 0.35], [-0.21, -0.35, 0.73], [1.85, 1.10, -0.35], [-0.04, -1.51, -0.18], [1.10, -0.40, 0.51], [-0.45, 0.45, 0.03], [-0.07, 0.68, -0.09], [0.49, -0.34, 0.48], [-0.43, -0.29, 0.58], [0.07, 0.35, 0.02], [-0.41, -1.64, -0.47], [0.08, 0.27, 0.12], [-0.08, 0.32, -0.45], [0.04, 0.21, -0.20], [-0.78, -0.62, -0.13], [-0.35, -0.10, -0.56], [-1.18, 0.91, 0.80], [-0.18, 0.39, -0.21], [-0.22, 0.05, -0.02], [-0.28, 0.41, -0.34], [0.12, -0.53, 0.81], [0.55, -0.74, -0.50], [-1.03, 0.81, -0.37], [0.23, 0.02, -0.83], [-0.28, 1.07, 1.46], [3.04, -0.35, 0.40], [-1.06, 0.94, 0.43], [0.18, 0.05, 0.31], [-0.91, -0.57, -0.48], [-0.25, -0.46, 0.10], [1.15, 0.77, -1.21], [-0.15, -0.84, -0.11], [-0.29, -0.16, 0.05], [0.35, -0.15, 0.52], [-0.64, -0.88, -0.79], [-0.18, 0.21, -0.52], [0.03, -0.48, -0.32], [0.12, 0.56, -0.54], [-0.40, -0.18, 0.26], [-0.06, -0.01, -0.01], [0.21, 0.01, -0.12], [0.25, 0.03, 0.51], [0.61, 0.16, 0.22], [-0.39, -0.67, 0.00], [-0.08, 0.16, 0.26], [-0.64, -0.13, 0.69], [0.42, -0.53, 0.62], [0.54, -1.41, -0.11], [0.19, 0.43, -0.62], [0.36, 0.75, 0.24], [-0.43, 0.87, 0.21], [0.34, -0.40, 0.37], [-1.08, -0.73, 0.02], [0.99, -0.81, 1.26], [-1.72, 1.67, -1.36], [-0.16, 0.04, -0.08], [-0.13, -0.46, -0.35], [0.53, 0.99, -0.58], [-0.76, 0.43, 1.40], [0.14, 0.28, -0.14], [-0.39, -1.00, 0.11], [-0.04, 0.25, -0.44], [0.43, -0.38, 0.01], [-0.12, -0.08, -0.23], [-0.23, -0.29, -0.13], [0.11, 0.72, -0.27], [-0.31, 0.42, -0.65], [0.51, -0.54, 0.28], [0.06, 0.15, 0.96], [0.87, -0.64, -0.58]], "lowdin_charge": [-0.252, -0.217, -0.043, -0.080, 0.115, 0.129, 0.121, 0.125, 0.084, 0.068, -0.244, -0.233, -0.097, -0.079, 0.114, 0.100, 0.120, 0.087, 0.024, 0.094, -0.190, -0.218, -0.125, -0.097, 0.094, 0.136, 0.130, 0.120, 0.082, 0.094, -0.261, -0.217, -0.086, -0.066, 0.123, 0.108, 0.125, 0.123, 0.085, 0.059, -0.207, -0.217, -0.079, -0.075, 0.112, 0.138, 0.103, 0.113, 0.094, 0.035, -0.225, -0.245, -0.075, -0.064, 0.125, 0.104, 0.095, 0.091, 0.060, 0.031, -0.238, -0.282, -0.051, -0.079, 0.106, 0.088, 0.102, 0.132, 0.056, 0.075, -0.199, -0.235, -0.056, -0.103, 0.125, 0.126, 0.130, 0.122, 0.116, 0.036, -0.161, -0.221, -0.099, -0.104, 0.121, 0.112, 0.137, 0.107, 0.068, 0.031, -0.188, -0.230, -0.116, -0.086, 0.105, 0.117, 0.093, 0.118, 0.041, 0.065, -0.186, -0.204, -0.056, -0.107, 0.106, 0.119, 0.102, 0.088, 0.051, 0.057, -0.200, -0.225, -0.089, -0.104, 0.144, 0.102, 0.097, 0.083, 0.026, 0.074, -0.275, -0.228, -0.079, -0.083, 0.138, 0.096, 0.102, 0.129, 0.021, 0.090, -0.099, -0.186, -0.250, -0.178, -0.055, -0.197, -0.233, -0.183, -0.134, 0.107, 0.081, 0.068, 0.112, 0.147, 0.130, 0.094, 0.123, 0.114, 0.126, 0.122, 0.106, 0.106, 0.067, 0.103, -0.073, -0.184, -0.285, -0.215, -0.019, -0.210, -0.238, -0.194, -0.127, 0.094, 0.087, 0.084, 0.122, 0.130, 0.112, 0.090, 0.102, 0.129, 0.104, 0.118, 0.133, 0.092, 0.090, 0.091, -0.081, -0.199, -0.224, -0.205, -0.017, -0.186, -0.200, -0.213, -0.061, 0.094, 0.082, 0.085, 0.100, 0.120, 0.131, 0.100, 0.087, 0.108, 0.092, 0.089, 0.115, 0.086, 0.067, 0.085, -0.082, -0.191, -0.271, -0.184, -0.056, -0.187, -0.208, -0.219, -0.102, 0.092, 0.090, 0.081, 0.115, 0.124, 0.120, 0.119, 0.104, 0.105, 0.124, 0.098, 0.107, 0.098, 0.089, 0.056, -0.097, -0.206, -0.204, -0.193, -0.058, -0.174, -0.233, -0.195, -0.096, 0.083, 0.076, 0.098, 0.101, 0.127, 0.121, 0.130, 0.100, 0.105, 0.148, 0.106, 0.116, 0.092, 0.106, 0.068, -0.070, -0.238, -0.186, -0.204, -0.039, -0.169, -0.188, -0.229, -0.121, 0.071, 0.086, 0.088, 0.122, 0.125, 0.092, 0.094, 0.087, 0.114, 0.111, 0.109, 0.129, 0.103, 0.094, 0.075, -0.069, -0.208, -0.205, -0.180, -0.039, -0.235, -0.226, -0.165, -0.064, 0.092, 0.072, 0.100, 0.091, 0.109, 0.095, 0.125, 0.110, 0.131, 0.103, 0.122, 0.095, 0.088, 0.063, 0.076]}